Computed, not measured: 2 unconnected molecules or ions with the total composition C4H12NOS, with wB97M-V/def2-TZVPD.

```
19
Properties=species:S:1:pos:R:3:mulliken_charge:R:1
C -1.3120 0.5871 -0.7617 -0.2391
C -2.7889 0.4693 -0.4465 -0.8736
S -3.9745 1.4187 -1.4396 -0.6624
C -0.4563 -0.1983 0.2490 -0.7473
N 0.9268 0.2402 0.3923 -0.2910
C 1.8681 -0.1162 -0.6720 -1.0003
H -1.1303 0.2882 -1.8031 0.2302
H -0.9703 1.6289 -0.7159 0.2516
H -2.8683 0.8485 0.5965 0.1838
H -3.0848 -0.5764 -0.2979 0.2448
H -0.8989 -0.0237 1.2385 0.3302
H -0.5513 -1.2730 0.0724 0.3378
H 0.9718 1.2314 0.5704 0.2001
H 1.8235 0.5963 -1.5099 0.3568
H 1.7881 -1.0884 -1.1479 0.3254
H 2.8510 0.0334 -0.2191 0.3862
H 3.1017 -1.9274 1.7645 0.2907
H 1.9863 -0.8789 1.8112 0.3807
O 2.7184 -1.2597 2.3187 -0.7046
```

Values from the calculation:
highest occupied orbital energy	-2.3	eV
ΔE to the lowest compared entry with this formula, charge and spin	79.3	kJ/mol
total charge	-1
Kohn-Sham gap	5.5	eV

Computed, not measured: 2 unconnected molecules or ions with the total composition C4H12NOS, with wB97M-V/def2-TZVPD.

```
19
Properties=species:S:1:pos:R:3:mulliken_charge:R:1
C 0.9884 -0.8145 0.8827 -0.4465
C 0.6681 -2.3229 0.8223 -0.8102
S 2.0172 -3.4338 -0.0387 -0.6937
C -0.2507 0.1518 0.9570 -0.8765
N -0.5805 0.5818 -0.4162 -0.1594
C -1.7822 1.3467 -0.4777 -0.8546
H 1.5726 -0.6924 0.0308 0.2158
H 1.6263 -0.4115 1.8073 0.1945
H 0.5606 -2.8190 1.8231 0.2431
H -0.3367 -2.5344 0.3907 0.2520
H -0.0029 1.0116 1.5566 0.4196
H -0.9884 -0.2550 1.5978 0.4269
H -0.4260 -0.0785 -1.2421 0.3900
H -1.5739 2.0259 -1.2963 0.2437
H -2.7919 0.7553 -0.6390 0.2170
H -1.8592 1.9427 0.5466 0.2539
H 1.1853 1.2251 -1.7400 0.3928
H 0.5148 2.3073 -2.3269 0.2886
O 1.4591 2.0137 -2.2381 -0.6972
```

Values from the calculation:
highest occupied orbital energy	-2.4	eV
ΔE to the lowest compared entry with this formula, charge and spin	215.7	kJ/mol
total charge	-1
Kohn-Sham gap	5.6	eV

Computed, not measured: 3 unconnected molecules or ions with the total composition C4H12NOS, with wB97M-V/def2-TZVPD.

```
19
Properties=species:S:1:pos:R:3:mulliken_charge:R:1
C 0.6032 0.3160 0.6193 -0.8547
C 0.1157 1.3965 1.6359 -0.2885
S 0.4091 0.9881 3.3512 -0.3711
C 0.5233 0.7460 -0.9108 -0.7177
N -0.2164 -0.1978 -1.7074 -0.5890
C -1.6071 -0.4740 -1.2238 -0.8567
H -0.0269 -0.5787 0.7166 0.4052
H 1.6211 0.0279 0.8312 0.5013
H 0.6302 2.4159 1.3726 0.3005
H -1.0665 1.5135 1.6208 0.2194
H 1.5677 0.7128 -1.2686 0.2809
H 0.1606 1.7843 -1.0427 0.3780
H 0.7794 -0.7874 2.4360 0.2127
H -2.1266 -1.0251 -2.0496 0.2797
H -1.7064 -0.9893 -0.3164 0.2759
H -2.0739 0.5393 -1.1881 0.2928
H 1.4001 -2.8154 -0.9764 0.1261
H 0.2772 -1.1160 -1.5119 0.4538
O 0.7361 -2.4563 -0.3878 -1.0485
```

Values from the calculation:
highest occupied orbital energy	-3.3	eV
ΔE to the lowest compared entry with this formula, charge and spin	453.1	kJ/mol
total charge	-1
Kohn-Sham gap	6.0	eV